Model i:
C2HCl3I2 | ωB97M-V/def2-TZVPD

The geometry in ORCA input format:
```
! wB97M-V def2-TZVPD RIJCOSX def2/J DEFGRID3
* xyz 0 1
C 0.748 -0.303 -0.591
Cl 1.188 1.005 -1.548
H 0.150 0.102 0.263
I -3.847 0.069 -0.748
I -2.271 3.068 -2.006
Cl -2.607 2.561 1.045
C -2.328 1.663 -0.409
Cl 1.364 -1.834 -0.883
*
```

The value obtained for the HOMO energy (alpha / beta) is -9.101 / -8.070 eV.

Model ii:
C2HCl3I2 | ωB97M-V/def2-TZVPD

The geometry in ORCA input format:
```
! wB97M-V def2-TZVPD RIJCOSX def2/J DEFGRID3
* xyz 0 1
I 1.171 -1.703 1.210
H -0.610 0.356 1.124
C -0.809 0.292 0.139
Cl -1.058 1.671 -0.890
C 0.301 -0.595 -0.315
I 2.667 1.647 0.784
Cl -2.275 -0.813 -0.135
Cl 0.613 -0.856 -1.918
*
```

The value obtained for the HOMO energy (alpha / beta) is -8.211 / -8.215 eV.

Which one sits at the top of the stability order? model ii does.

Model i:
H5N4O4P2 | ωB97M-V/def2-TZVPD

The geometry in ORCA input format:
```
! wB97M-V def2-TZVPD RIJCOSX def2/J DEFGRID3
* xyz -1 1
O 2.060 -0.091 -1.818
H -1.723 2.053 -0.446
H -2.424 -1.885 0.215
N 1.481 0.740 0.529
N 0.175 0.922 0.568
H 1.118 -0.107 -1.944
N -1.765 -0.423 1.001
O -1.938 1.211 -0.849
H -1.355 0.034 1.850
O 3.816 -0.185 0.056
P -0.886 0.105 -0.282
O -0.652 -0.936 -1.292
N -2.149 -1.698 1.107
P 2.421 -0.513 -0.260
H 1.823 0.776 1.565
*
```

The value obtained for the HOMO energy (alpha / beta) is -3.665 / -3.594 eV.

Model ii:
H5N4O4P2 | ωB97M-V/def2-TZVPD

The geometry in ORCA input format:
```
! wB97M-V def2-TZVPD RIJCOSX def2/J DEFGRID3
* xyz -1 1
O 0.076 0.576 1.548
N -1.437 0.300 -0.444
O -0.180 2.595 -0.060
H 0.908 0.176 1.760
N 2.692 1.073 -1.198
H -0.865 -1.613 0.104
P 0.059 1.122 0.044
H -2.164 -0.865 1.116
P 1.724 -0.149 -0.586
N 3.053 1.093 -2.363
O 1.259 -1.082 -1.649
H 2.871 0.235 -2.962
N -1.699 -1.011 0.185
O 2.400 -0.524 0.773
H -1.193 0.136 -1.406
*
```

The value obtained for the HOMO energy is -5.284 eV. The SMILES is [H]/N=N\[P@](=O)([O-])[P@](=O)(O)NN.

Which one sits at the top of the stability order? model ii does.

Model i:
H33O16 | ωB97M-V/def2-TZVPD

The geometry in ORCA input format:
```
! wB97M-V def2-TZVPD RIJCOSX def2/J DEFGRID3
* xyz 1 1
O -1.891 -0.736 -2.156
O -2.530 3.459 1.611
H 2.314 1.301 0.971
H -1.129 3.920 -1.239
O -0.891 3.319 -0.523
H -0.892 2.420 -0.961
H 0.233 -3.373 1.873
H -3.094 2.722 1.930
H 0.807 -2.792 -4.743
O -4.259 -2.098 -2.681
H -0.227 1.681 2.078
O -0.234 0.877 -1.286
H -4.177 -2.285 -3.614
O 0.389 0.866 3.738
H -2.842 -0.589 -2.368
H -0.291 -3.741 -4.082
H 0.631 1.576 4.329
H 1.723 -1.293 5.816
H 3.605 -2.125 -0.861
O -0.121 -3.332 2.753
H -5.189 -2.002 -2.486
H -2.365 -0.005 1.351
H -0.502 0.140 -1.971
H 0.116 1.668 -1.711
H -1.188 2.759 1.483
H 3.297 -1.542 2.472
O 4.107 -2.131 2.341
H -0.644 -4.082 3.028
O -2.453 0.530 0.545
H 3.540 3.610 -0.299
O -1.609 1.001 -5.305
H -2.031 -1.672 -1.942
H -0.638 0.851 -5.204
H 2.844 -3.306 -1.148
H 3.823 -2.916 2.806
O 1.961 0.407 1.004
H 4.574 2.260 -0.534
H 0.456 -1.998 5.323
H -2.044 0.289 -4.844
H -1.004 1.126 0.776
H -2.236 0.046 -0.280
O 3.358 -2.632 -1.662
H 1.308 0.475 0.306
O -0.122 -3.028 -4.703
O -0.545 1.939 1.193
H 0.376 -0.054 4.082
O 0.913 -1.156 5.266
O 4.366 3.143 -0.262
H -2.585 3.796 0.713
*
```

The value obtained for the HOMO energy is -13.515 eV.

Model ii:
H33O16 | ωB97M-V/def2-TZVPD

The geometry in ORCA input format:
```
! wB97M-V def2-TZVPD RIJCOSX def2/J DEFGRID3
* xyz 1 1
H 1.340 -1.729 4.683
H -0.406 1.232 0.805
H 1.056 3.293 2.578
O 0.796 -1.527 -3.699
H 3.398 -0.779 -4.267
O -1.043 1.584 0.148
O 1.044 2.946 1.675
O -2.683 0.100 2.415
H 0.323 1.269 4.347
H -3.304 -0.226 3.090
O 3.144 -0.388 0.421
O -2.044 -0.653 0.079
O -3.552 3.226 -1.008
H -3.645 4.178 -1.047
H 2.320 -2.640 3.982
H -2.815 -3.148 -1.754
O 1.733 -1.899 3.821
H 0.365 -2.233 -3.231
O -0.006 -0.946 1.347
H -1.638 -1.414 0.585
H 0.342 2.126 -2.565
O -2.374 -3.701 -1.123
H -1.151 1.778 -2.995
H -0.765 1.752 -0.848
H 4.294 -2.054 -3.782
H -3.258 1.524 -3.985
H 1.668 -1.706 -4.058
H 4.037 -0.032 0.405
H 0.099 -1.399 0.521
H 2.416 -2.187 -0.763
H -0.560 -0.951 2.102
H -1.932 -4.462 -1.493
H -3.385 2.360 -2.689
O 2.095 -2.435 -1.645
H 1.962 2.646 1.686
H 2.374 -0.070 2.235
O 3.488 -1.564 -3.724
H -2.986 -0.713 0.211
H -1.302 1.169 4.361
H -3.321 0.744 2.072
H -2.848 2.895 -0.452
H -1.433 0.537 0.071
O -2.902 1.616 -3.096
O 2.870 0.575 2.754
O -0.511 1.836 -2.249
H 2.657 -0.037 -0.331
H 2.804 -1.957 -2.126
O -0.490 1.316 3.879
H 3.728 0.150 2.656
*
```

The value obtained for the HOMO energy is -12.526 eV.

Which one sits at the top of the stability order? model ii does.

Model i:
C8H8O | ωB97M-V/def2-TZVPD

The geometry in ORCA input format:
```
! wB97M-V def2-TZVPD RIJCOSX def2/J DEFGRID3
* xyz 0 1
C 0.659 -1.146 0.286
C 1.942 -0.450 0.012
H 2.900 -0.973 -0.086
H -2.419 -0.416 1.602
C -0.560 0.208 -1.144
C 0.147 0.984 -0.042
H -0.146 2.028 0.112
H 0.091 0.116 2.009
C 1.679 0.832 -0.142
O 0.043 -1.156 -1.079
C -1.731 -0.161 0.792
H 2.360 1.670 -0.341
C -0.216 -0.062 0.996
H 0.644 -2.118 0.766
C -1.935 0.033 -0.519
H -2.810 -0.063 -1.104
H -0.647 0.673 -2.117
*
```

The value obtained for the HOMO energy is -9.193 eV. The SMILES is C1=C[C@@H]2O[C@H]3C=C[C@@H]2[C@@H]13.

Model ii:
C8H8O | ωB97M-V/def2-TZVPD

The geometry in ORCA input format:
```
! wB97M-V def2-TZVPD RIJCOSX def2/J DEFGRID3
* xyz 0 1
C 1.063 0.157 0.245
C -3.993 0.187 -0.390
H 2.482 -1.283 0.575
H 1.477 -0.307 -1.899
C -0.815 0.256 0.126
C -2.737 -0.267 -0.753
C 1.404 -1.233 0.751
C -2.992 0.598 0.402
H 2.623 0.629 -1.195
O -1.464 -0.584 -0.845
H 0.832 -2.078 0.266
C -1.679 0.826 0.952
H -1.605 1.450 1.841
H 1.364 1.427 -1.655
H 1.374 1.003 0.994
H 1.130 -1.299 1.706
C 1.537 0.517 -1.120
*
```

The value obtained for the HOMO energy is -7.478 eV. The SMILES is CC(C)c1cc2c(o1)=C=2.

Which one sits at the top of the stability order? model i does.

Model i:
C4H7BO2 | ωB97M-V/def2-TZVPD

The geometry in ORCA input format:
```
! wB97M-V def2-TZVPD RIJCOSX def2/J DEFGRID3
* xyz 0 1
H -2.332 1.106 -1.142
O 1.847 0.368 -1.017
H 1.869 -0.234 -0.289
H -0.136 -2.659 1.323
C -0.560 0.365 -0.279
H 0.892 -1.788 2.716
C 0.140 -0.497 1.176
H -2.478 0.479 0.739
O 0.258 1.227 -2.435
C 0.318 -1.734 1.698
H 0.947 1.751 -2.624
B 0.537 0.591 -1.307
H 0.543 0.392 1.622
C -1.845 0.634 -0.182
*
```

The value obtained for the HOMO energy is -9.934 eV. The SMILES is C=CC(=C)B(O)O.

Model ii:
C4H7BO2 | ωB97M-V/def2-TZVPD

The geometry in ORCA input format:
```
! wB97M-V def2-TZVPD RIJCOSX def2/J DEFGRID3
* xyz 0 1
H 1.621 -2.289 -1.308
H 1.059 0.710 2.131
C -0.876 1.362 1.074
H -0.393 -0.295 2.620
O -0.183 0.719 -1.135
C 0.763 -1.603 -1.647
H 1.040 -1.030 -2.579
H -1.325 2.378 -0.726
H -1.556 1.808 1.712
C -0.875 1.448 -0.276
B 0.380 -0.570 -0.524
O 0.422 -0.737 0.806
C 0.074 0.264 1.735
H -0.152 -2.164 -1.884
*
```

The value obtained for the HOMO energy is -8.756 eV. The SMILES is CB1OC=CCO1.

Which one sits at the top of the stability order? model ii does.

Model i:
CI2OS | ωB97M-V/def2-TZVPD

The geometry in ORCA input format:
```
! wB97M-V def2-TZVPD RIJCOSX def2/J DEFGRID3
* xyz 0 1
C -0.602 -0.094 -0.101
I 2.043 0.311 -0.009
I -1.732 1.641 -0.031
O -0.966 -1.151 -0.288
S 3.090 2.337 0.491
*
```

The value obtained for the HOMO energy (alpha / beta) is -8.323 / -8.327 eV.

Model ii:
CI2OS | ωB97M-V/def2-TZVPD

The geometry in ORCA input format:
```
! wB97M-V def2-TZVPD RIJCOSX def2/J DEFGRID3
* xyz 0 1
I -2.496 -0.679 0.351
C 1.172 0.200 -0.066
I 1.113 -1.775 0.431
O 1.989 0.987 -0.080
S -1.778 1.266 -0.636
*
```

The value obtained for the HOMO energy (alpha / beta) is -8.865 / -8.473 eV.

Which one sits at the top of the stability order? model ii does.

Model i:
C3H3N4O | ωB97M-V/def2-TZVPD

The geometry in ORCA input format:
```
! wB97M-V def2-TZVPD RIJCOSX def2/J DEFGRID3
* xyz 1 1
N 1.401 1.439 1.469
N 1.644 0.524 0.691
N -1.107 -1.144 -1.135
N 0.148 -0.908 -0.745
C 0.258 0.017 0.207
O 2.649 0.092 0.214
C -1.030 0.327 0.307
H -2.956 -0.092 -0.573
H -1.255 -1.947 -1.710
H 2.174 1.996 1.794
C -1.925 -0.304 -0.520
*
```

The value obtained for the HOMO energy (alpha / beta) is -15.101 / -15.101 eV. The SMILES is [H]/N=[N+](\[O-])C1=C=C[NH+]=N1.

Model ii:
C3H3N4O | ωB97M-V/def2-TZVPD

The geometry in ORCA input format:
```
! wB97M-V def2-TZVPD RIJCOSX def2/J DEFGRID3
* xyz 1 1
C 1.544 0.524 2.453
N -0.499 -1.077 2.511
C 0.284 -0.171 2.257
N 2.672 2.317 3.456
N 2.019 1.447 3.141
H 0.635 -1.252 -0.928
O 0.627 0.706 1.248
H -1.160 -1.414 1.854
H 0.390 1.894 -1.751
C 0.449 -0.243 -1.233
N 0.272 0.819 -1.582
*
```

The value obtained for the HOMO energy is -12.774 eV.

Which one sits at the top of the stability order? model ii does.

Model i:
S2 | ωB97M-V/def2-TZVPD

The geometry in ORCA input format:
```
! wB97M-V def2-TZVPD RIJCOSX def2/J DEFGRID3
* xyz 0 1
S -0.364 0.350 -1.145
S 0.364 -0.350 1.145
*
```

The value obtained for the HOMO energy is -9.624 eV.

Model ii:
S2 | ωB97M-V/def2-TZVPD

The geometry in ORCA input format:
```
! wB97M-V def2-TZVPD RIJCOSX def2/J DEFGRID3
* xyz 0 1
S 0.000 0.000 1.333
S 0.000 0.000 -1.333
*
```

The value obtained for the HOMO energy is -9.827 eV.

Which one sits at the top of the stability order? model i does.

Model i:
C5H13N3O2S | ωB97M-V/def2-TZVPD

The geometry in ORCA input format:
```
! wB97M-V def2-TZVPD RIJCOSX def2/J DEFGRID3
* xyz 0 1
O -4.823 2.074 -0.521
H -2.022 0.126 -0.268
C 1.397 1.439 -0.039
N -0.182 -0.770 0.285
H 2.680 -1.352 -1.241
C 2.030 -0.609 -0.907
C 1.024 -1.535 -0.123
H -0.474 1.022 1.348
H -1.258 -1.226 -1.326
C -1.081 -0.381 -0.822
H 1.024 1.699 -0.940
H 0.637 -2.255 -0.830
H -0.768 0.291 -1.528
C 0.420 0.536 0.850
H 3.137 0.303 0.392
S -4.553 1.369 0.680
H 1.499 -0.453 -1.836
N -0.824 -1.568 1.251
H 1.525 2.239 0.536
N 2.538 0.614 -0.342
O -3.148 0.940 0.929
H 1.575 -1.850 0.820
H -1.380 -1.063 1.898
H 1.028 0.411 1.733
*
```

The value obtained for the HOMO energy is -6.610 eV.

Model ii:
C5H13N3O2S | ωB97M-V/def2-TZVPD

The geometry in ORCA input format:
```
! wB97M-V def2-TZVPD RIJCOSX def2/J DEFGRID3
* xyz 0 1
H 3.747 0.157 -0.930
H -2.325 -0.655 -1.580
H -2.022 2.129 1.249
H -2.636 0.370 1.448
H -1.028 -0.998 -0.413
C -1.783 1.004 1.021
H -3.052 2.947 -1.690
H 3.310 -1.379 0.824
N 1.894 -3.256 1.880
C 2.712 0.158 -1.207
O -0.770 3.244 -0.326
H 1.514 -4.092 2.097
H 2.750 0.103 -2.423
O -2.307 2.710 -2.197
C -1.492 -0.267 -1.060
N -1.708 0.988 -0.427
S -1.015 2.275 -1.328
H -0.663 -0.189 -1.880
C 2.259 -1.511 0.345
H 2.172 1.134 -0.791
N 1.934 -0.960 -0.737
C 1.568 -2.642 0.871
H 0.767 -3.003 0.177
H -0.880 0.752 1.595
*
```

The value obtained for the HOMO energy is -8.960 eV.

Which one sits at the top of the stability order? model ii does.

Model i:
C8H14N2 | ωB97M-V/def2-TZVPD

The geometry in ORCA input format:
```
! wB97M-V def2-TZVPD RIJCOSX def2/J DEFGRID3
* xyz 0 1
C 2.133 0.826 0.517
H 1.090 -2.213 -0.439
H -2.688 -0.709 -0.641
N -0.701 -1.390 -0.219
C -0.428 -2.685 -2.053
H 0.801 2.790 2.221
N -0.519 -0.996 1.074
C 0.444 1.813 2.185
C 0.726 1.224 0.751
H -0.656 1.686 2.448
H 2.251 0.012 1.116
H 0.475 2.087 -1.100
H -0.813 2.636 0.100
H -0.043 -3.336 -2.692
H -1.291 -0.374 1.394
C -0.141 1.757 -0.322
H 2.744 1.713 0.765
C 0.093 -2.309 -0.839
H 2.306 0.607 -0.475
H 1.112 1.392 2.956
H -0.878 1.041 -0.794
H -2.482 -2.214 -2.840
C -1.731 -2.085 -2.120
C -1.804 -1.275 -0.993
*
```

The value obtained for the HOMO energy (alpha / beta) is -7.136 / -7.909 eV.

Model ii:
C8H14N2 | ωB97M-V/def2-TZVPD

The geometry in ORCA input format:
```
! wB97M-V def2-TZVPD RIJCOSX def2/J DEFGRID3
* xyz 0 1
H 0.851 1.178 -2.908
H -0.980 -0.824 3.248
C 1.654 -0.477 -0.804
C -0.777 -0.427 2.255
H -1.968 0.776 0.788
H 1.730 1.668 -0.705
C 0.184 0.673 2.343
H 2.319 2.110 -3.142
H -0.411 -1.267 1.666
N 0.930 1.550 2.387
H 2.371 -1.188 -1.222
N -0.682 -1.037 -1.869
H 2.377 0.329 -3.352
C -2.890 -1.123 1.030
H -2.356 -1.740 0.309
C -2.102 0.053 1.595
H -2.654 0.613 2.352
C 1.936 1.156 -2.796
H -3.233 -1.810 1.808
H 3.272 0.944 -1.108
C 0.336 -0.790 -1.395
C 2.201 0.879 -1.297
H -3.766 -0.687 0.544
H 1.659 -0.560 0.276
*
```

The value obtained for the HOMO energy is -11.523 eV. The SMILES is CCCC#N.CCCC#N.

Which one sits at the top of the stability order? model ii does.

Model i:
C4H5O2P | ωB97M-V/def2-TZVPD

The geometry in ORCA input format:
```
! wB97M-V def2-TZVPD RIJCOSX def2/J DEFGRID3
* xyz 0 1
H -1.789 0.461 0.290
C -0.198 -1.076 0.536
P 1.424 -1.485 -0.235
O 0.575 1.819 0.491
H -0.043 -0.614 1.490
O 2.126 -0.046 0.182
H -0.262 1.801 -1.404
C 1.325 0.944 -0.164
H -1.376 -0.719 -1.083
H -0.649 -2.098 0.750
C -0.085 1.105 -0.583
C -1.047 -0.092 -0.269
*
```

The value obtained for the HOMO energy (alpha / beta) is -7.407 / -8.027 eV.

Model ii:
C4H5O2P | ωB97M-V/def2-TZVPD

The geometry in ORCA input format:
```
! wB97M-V def2-TZVPD RIJCOSX def2/J DEFGRID3
* xyz 0 1
H -0.276 0.176 -2.260
H -1.500 -1.112 2.095
H 0.104 1.732 -1.044
C 2.071 -0.270 -0.611
P -1.588 -0.277 1.142
H 2.984 -0.839 -0.345
H -2.151 -1.321 0.485
C 1.840 0.532 -1.822
C 0.305 0.703 -1.440
O 2.429 0.954 -2.775
O 0.004 -0.694 0.668
C 0.685 -0.117 -0.257
*
```

The value obtained for the HOMO energy is -9.055 eV.

Which one sits at the top of the stability order? model ii does.

Model i:
C4H7N3O2S | ωB97M-V/def2-TZVPD

The geometry in ORCA input format:
```
! wB97M-V def2-TZVPD RIJCOSX def2/J DEFGRID3
* xyz 0 1
H -1.904 -2.008 -0.885
O 2.867 0.838 0.246
S 1.965 -0.071 -0.337
H 2.773 -1.926 0.638
H -1.353 -1.837 0.770
C -1.404 0.037 -0.164
C -1.923 -1.360 -0.013
H 0.879 2.515 -0.021
N 1.859 -1.467 0.657
N -2.000 1.179 -0.102
C 0.349 0.544 -0.060
N 0.138 1.905 -0.028
C -1.210 2.222 -0.099
H -2.926 -1.079 0.352
H 1.273 -2.267 0.557
O 2.184 -0.506 -1.697
H -1.567 3.279 0.188
*
```

The value obtained for the HOMO energy is -8.205 eV. The SMILES is Cc1nc[nH]c1S(N)(=O)=O.

Model ii:
C4H7N3O2S | ωB97M-V/def2-TZVPD

The geometry in ORCA input format:
```
! wB97M-V def2-TZVPD RIJCOSX def2/J DEFGRID3
* xyz 0 1
H 0.841 -1.546 1.003
H -3.168 0.734 0.105
N -0.416 -0.029 1.235
H 1.786 -1.931 -2.132
C -0.327 0.869 0.437
S 1.344 1.118 -0.409
C 1.665 -2.935 -0.233
H -1.861 2.387 0.511
H -2.115 -0.209 -0.550
N -2.552 0.799 -0.608
N 1.856 -2.256 -1.169
H -0.922 2.148 -1.106
C 0.910 -0.620 1.472
H 1.212 -0.760 2.471
O 1.896 0.198 0.858
C -1.410 1.650 -0.227
O 1.261 0.382 -1.658
*
```

The value obtained for the HOMO energy is -9.592 eV.

Which one sits at the top of the stability order? model i does.